Record 1
C3H6O2 | ωB97M-V/def2-TZVPD

ORCA input file:
```
! RIJCOSX wB97M-V def2-TZVPD def2/J DEFGRID3
* xyz 0 1
O 0.63675 1.33190 0.44628
C 0.65338 0.43864 -0.66543
C 0.61762 -1.03275 -0.52492
C -0.49197 -0.46489 -0.89530
O -1.60787 0.02161 1.31277
H 1.36626 1.11400 1.04028
H 1.13729 0.90533 -1.52203
H -0.91531 -0.65089 1.35366
H 1.17560 -1.94886 -0.42395
H -1.50106 -0.52965 -1.26518
H -1.07069 0.81555 1.14383
*
```



Record 2
C22H27BN4O12PdS2 | ωB97M-V/def2-TZVPD

ORCA input file:
```
! RIJCOSX wB97M-V def2-TZVPD def2/J DEFGRID3
* xyz -2 1
Pd 1.17147 2.13806 -0.73477
O 4.79301 1.92793 1.13079
C 3.58549 1.83902 0.93882
O 3.01659 2.41237 -0.07440
C 2.79203 0.98035 1.91416
C 3.43275 -0.11990 2.39102
C 2.78608 -1.04258 3.24259
C 1.47905 -0.83611 3.63333
C 0.81040 0.27395 3.16804
C 1.41852 1.28156 2.30761
O 0.84992 2.33018 1.98088
N -0.56048 0.40908 3.60229
O -1.35136 1.03222 2.91019
O -0.89227 -0.11945 4.66246
N 3.47146 -2.21448 3.69378
O 4.62610 -2.40195 3.32150
O 2.89690 -2.98360 4.46401
H 4.45756 -0.29222 2.09478
H 0.98252 -1.53704 4.28586
B 0.69238 6.77583 -1.55599
C 0.89159 5.23076 -1.24756
N 0.99467 4.09981 -1.06233
H 1.69983 7.36702 -1.22767
H -0.26966 7.15417 -0.90885
H 0.48010 6.88279 -2.74938
C -3.29481 -1.94866 -0.05641
C -2.27042 -2.77296 -0.78426
C -1.96897 -4.06450 -0.35997
C -0.94998 -4.78867 -0.95500
C -0.24540 -4.22362 -2.00623
C -0.55577 -2.95553 -2.47848
C -1.56249 -2.23504 -1.85618
S 1.22286 -5.01777 -2.57555
O 1.41568 -4.62505 -3.94418
O 1.18781 -6.41806 -2.23732
N 2.32696 -4.35117 -1.59057
C 2.67844 -2.92703 -1.71238
C 1.97578 -2.04067 -0.68762
C 1.62393 -0.66159 -1.25681
O 1.31342 0.17989 -0.33742
O 1.63945 -0.46073 -2.46623
H -3.87833 -2.55807 0.63373
H -3.98196 -1.46092 -0.75014
H -2.79513 -1.16976 0.52446
H -2.51520 -4.49192 0.47281
H -0.67539 -5.77246 -0.59830
H 0.02433 -2.50415 -3.27230
H -1.75810 -1.22063 -2.18620
H 2.99480 -5.01574 -1.23446
H 2.42072 -2.58160 -2.71374
H 3.76101 -2.84158 -1.62420
H 2.56452 -1.90454 0.22018
H 1.03500 -2.50246 -0.37923
C -4.50944 1.64179 -0.18089
C -3.31022 1.66051 -1.11464
S -1.72998 1.62087 -0.24921
O -0.78497 1.91463 -1.41876
C -1.85527 3.14429 0.69960
C -2.28021 4.35859 -0.10428
H -5.43109 1.59007 -0.76275
H -4.55024 2.54251 0.43156
H -4.48499 0.78194 0.48905
H -3.28578 2.54199 -1.75485
H -3.28172 0.77995 -1.75776
H -0.85073 3.22620 1.12501
H -2.51313 2.90158 1.53754
H -1.76202 4.38978 -1.06156
H -1.99900 5.26513 0.43074
H -3.35861 4.38735 -0.27797
*
```



The records above give, respectively, HOMO-LUMO gap values of 10.83, 6.61 eV.